One molecule with the formula C5H10N2O. Source: OMol25; level of theory: wB97M-V/def2-TZVPD.

Positions of all 18 atoms, in Å:
C 0.974772 -1.456561 -1.374514
N -0.056088 -1.944051 -0.495054
C -0.879408 0.260079 0.500126
N -1.095278 1.004849 -0.722814
C -0.791438 -1.250021 0.237786
C 0.349092 0.634779 1.304596
C 1.402042 1.302629 0.868516
O -1.996218 0.485949 1.345986
H -2.698628 0.849849 0.801186
H -0.754738 1.946159 -0.624934
H -0.657998 0.573219 -1.526084
H -1.516898 -1.805471 0.829366
H 0.280362 0.302409 2.327586
H 1.213492 -0.380841 -1.297454
H 0.640152 -1.688661 -2.380254
H 1.872172 -2.045841 -1.177694
H 2.229462 1.526919 1.521236
H 1.485142 1.684599 -0.137574

Atoms 1-2, force components in eV/Å:
0.0 0.5 0.2
0.3 -0.5 -0.2

- structure (SMILES) = C=C[C@](N)(O)/C=N\C
- LUMO level (Ha) = 0.0314
- E_HOMO (eV) = -9.12
- gap between HOMO and LUMO (eV) = 9.972
- net charge = 0